16
Properties=species:S:1:pos:R:3:mulliken_charge:R:1 method="wB97M-V/def2-TZVPD" spin_multiplicity=1 e_homo_ev=-10.05 total_charge=0 orbital_gap_ev=11.031 e_above_lowest_kcal_mol=34.2
C 0.6023 1.6552 -0.5665 -1.29
C 1.0285 0.4216 0.1941 0.20
C 0.3823 -0.1307 1.4279 -0.86
C 0.3540 -0.9372 0.1516 0.24
C -1.0511 -1.3010 -0.3552 -0.85
O -1.5572 -0.6434 -1.5025 -0.51
H 0.9539 1.5986 -1.6033 0.30
H -0.4833 1.7770 -0.5870 0.23
H 1.0384 2.5594 -0.1231 0.37
H 2.1166 0.3407 0.2372 0.31
H 0.9898 -0.4354 2.2744 0.30
H -0.6002 0.2531 1.7085 0.25
H 1.0668 -1.7549 0.0574 0.36
H -1.0580 -2.3698 -0.5935 0.31
H -1.7523 -1.1728 0.4813 0.33
H -2.0304 0.1396 -1.2014 0.31